(w)
# C4H13N3

C4H13N3 in the gas phase (ωB97M-V/def2-TZVPD, the Open Molecules 2025 dataset).

* molecular weight: 103.17 Da
* E_HOMO: -9.13 eV
* SMILES string: NCC[C@@H](N)CN

```
! RIJCOSX wB97M-V def2-TZVPD def2/J DEFGRID3
* xyz 0 1
N 0.0337 0.4616 -1.5204
C -0.3900 0.0806 -0.1608
C 0.4933 -1.0495 0.3700
C 1.9904 -0.7168 0.4538
N 2.3361 0.5983 0.9725
C -1.8481 -0.3416 -0.1911
N -2.8125 0.7597 -0.0185
H 1.0074 0.7508 -1.5146
H -0.4611 1.3107 -1.7773
H -0.2736 0.9135 0.5383
H 0.1231 -1.2789 1.3679
H 0.3197 -1.9186 -0.2732
H 2.4101 -0.8039 -0.5540
H 2.4939 -1.4550 1.0732
H 2.2889 0.6251 1.9798
H 1.9242 1.3530 0.4564
H -2.0339 -1.0929 0.5784
H -2.0016 -0.8109 -1.1540
H -2.3465 1.6122 0.2706
H -3.2532 1.0024 -0.8971
*
```

=====

(x)
# C4H13N3

C4H13N3 in the gas phase (ωB97M-V/def2-TZVPD, the Open Molecules 2025 dataset).

* molecular weight: 103.17 Da
* E_HOMO: -8.84 eV
* SMILES string: C[C@H](N)CNCN

```
! RIJCOSX wB97M-V def2-TZVPD def2/J DEFGRID3
* xyz 0 1
C 0.0803 0.6452 -0.1305
N 0.2802 -0.6895 -0.7317
C 0.3237 -0.6777 -2.1628
N -0.9466 -0.4613 -2.8418
C 0.1899 0.7216 1.3846
C 0.9086 -0.4544 2.0873
N -1.1729 0.9741 1.9256
H 0.8446 1.2321 -0.6387
H -0.8967 1.0681 -0.3893
H -0.3128 -1.4183 -0.3598
H 1.0384 0.1225 -2.4492
H 0.7618 -1.6073 -2.5281
H -1.5039 0.3100 -2.5241
H -0.7826 -0.4504 -3.8353
H 0.7253 1.6205 1.6855
H 1.6539 -0.0676 2.7754
H 1.4549 -1.0099 1.3180
H 0.2223 -1.1224 2.5959
H -1.7621 0.1421 1.8889
H -1.1066 1.1227 2.9300
*
```

=====

(y)
# C4H13N3

C4H13N3 in the gas phase (ωB97M-V/def2-TZVPD, the Open Molecules 2025 dataset).

* molecular weight: 103.17 Da
* E_HOMO: -8.62 eV
* SMILES string: NCCNCCN

```
! RIJCOSX wB97M-V def2-TZVPD def2/J DEFGRID3
* xyz 0 1
C -0.3403 1.4940 -0.7835
N -0.4481 0.7371 0.5138
C -1.3515 -0.4259 0.4779
C -1.0093 -1.4651 1.5419
N 0.2270 -2.2235 1.3341
C 1.1410 1.6405 -1.1564
N 1.6102 0.4902 -1.9283
H -0.7382 2.4308 -0.4613
H -0.9733 1.0995 -1.5544
H 0.2922 0.3448 1.0883
H -1.4152 -0.9524 -0.4989
H -2.3821 -0.0710 0.6967
H -1.0331 -1.1071 2.5698
H -1.8341 -2.1893 1.5085
H 1.0202 -1.6050 1.4372
H 0.3668 -2.7730 0.5007
H 1.6459 1.6374 -0.1979
H 1.3364 2.6453 -1.5500
H 2.4582 0.1016 -1.5330
H 0.9407 -0.2528 -1.7580
*
```

=====

(z)
# C4H13N3

C4H13N3 in the gas phase (ωB97M-V/def2-TZVPD, the Open Molecules 2025 dataset).

* molecular weight: 103.17 Da
* E_HOMO: -7.98 eV
* SMILES string: C[C@@H](CN)NCN

```
! RIJCOSX wB97M-V def2-TZVPD def2/J DEFGRID3
* xyz 0 1
C 1.7341 0.1083 0.0427
N 2.6154 1.0834 -0.5870
C 0.2422 0.6623 0.0105
C -0.5709 1.0457 1.2969
N -0.6001 -0.0794 -0.8998
C -1.1522 -1.4061 -0.7411
N -1.9501 -1.8778 0.4109
H 2.0596 0.0935 1.1321
H 1.7958 -0.7746 -0.5766
H 3.0029 1.7346 0.0873
H 2.3100 1.5138 -1.4389
H 0.4702 1.5907 -0.5396
H -0.1682 0.7519 2.2774
H -1.5117 0.4949 1.2259
H -0.9054 2.1096 1.2193
H -0.5925 0.2667 -1.8501
H -1.6426 -1.7058 -1.6977
H -0.2764 -2.0972 -0.6975
H -2.8186 -2.3609 0.2208
H -2.0416 -1.1536 1.1046
*
```

=====

Stability ranking, top and bottom: (w) is the most stable and (z) is the least stable.

=====

(w)
# C33H32BrN5O3STi

A molecular structure, C33H32BrN5O3STi (ωB97M-V/def2-TZVPD, the Open Molecules 2025 dataset).

* molecular weight: 706.49 Da
* E_HOMO (alpha / beta): -9.65 / -9.74 eV

```
! RIJCOSX wB97M-V def2-TZVPD def2/J DEFGRID3
* xyz 1 2
Ti -0.1056 -0.0499 -0.3768
C -0.3241 3.3436 -3.4410
C 0.0332 2.1838 -2.5769
N -0.6264 1.7783 -1.5557
N -1.7296 2.4972 -1.1605
C -2.0940 2.0366 0.0051
O -1.4652 1.0539 0.5793
C -3.2553 2.6202 0.7003
C -3.6532 2.0993 1.9280
C -4.7535 2.6300 2.5823
C -5.4592 3.6812 2.0148
C -5.0634 4.2048 0.7894
C -3.9653 3.6773 0.1329
C 1.2690 1.4169 -2.8187
C 2.1246 1.6671 -3.8804
C 3.2839 0.9170 -3.9986
C 3.5514 -0.0555 -3.0504
C 2.6443 -0.2398 -2.0201
N 1.5285 0.4729 -1.9000
H -1.2454 3.8000 -3.0962
H -0.4487 3.0139 -4.4744
H 0.4769 4.0851 -3.4218
H -3.0895 1.2844 2.3628
H -5.0602 2.2266 3.5385
H -6.3168 4.0957 2.5282
H -5.6125 5.0259 0.3484
H -3.6471 4.0755 -0.8204
H 1.8922 2.4401 -4.5982
H 3.9713 1.0963 -4.8145
H 4.4499 -0.6546 -3.0924
H 2.8194 -0.9807 -1.2497
O -4.1375 -3.1460 3.5711
C -3.2145 -2.6237 2.7560
C -1.8681 -2.5002 3.0847
C -1.0075 -1.9499 2.1614
N -1.3878 -1.5299 0.9438
C -2.6867 -1.6358 0.6710
Br -3.2985 -0.9678 -1.0049
C -3.6362 -2.1722 1.5084
H -3.7495 -3.4151 4.4126
H -1.4884 -2.8183 4.0470
H 0.0375 -1.8333 2.4034
H -4.6765 -2.2265 1.2249
C 3.0281 -3.7453 2.4886
C 2.3735 -3.7616 1.2688
C 1.8965 -2.5820 0.7107
C 2.0360 -1.3559 1.3699
C 2.7112 -1.3534 2.5991
C 3.1983 -2.5286 3.1424
N 1.4580 -0.1989 0.8319
C 2.1945 1.0115 0.9463
C 3.5825 1.0441 0.7691
C 4.2600 2.2499 0.7593
C 3.5730 3.4497 0.9166
C 2.2019 3.4238 1.1095
C 1.5176 2.2141 1.1386
H 3.4104 -4.6594 2.9216
H 2.2456 -4.6961 0.7349
H 1.4010 -2.5995 -0.2535
H 2.8358 -0.4174 3.1290
H 3.7121 -2.4968 4.0948
H 4.1276 0.1165 0.6421
H 5.3341 2.2578 0.6222
H 4.1080 4.3897 0.9068
H 1.6566 4.3469 1.2599
H 0.4540 2.1951 1.3375
C 0.5950 -3.3608 -3.5091
S -0.8018 -2.6682 -2.6329
C -1.0856 -4.0269 -1.5020
O -0.1705 -1.5571 -1.8220
H 1.3714 -3.6349 -2.7960
H 0.9563 -2.5894 -4.1867
H 0.2607 -4.2266 -4.0793
H -1.3485 -4.9062 -2.0894
H -1.9205 -3.7533 -0.8610
H -0.1889 -4.2050 -0.9101
*
```

=====

(x)
# C33H32BrN5O3STi

A molecular structure, C33H32BrN5O3STi (ωB97M-V/def2-TZVPD, the Open Molecules 2025 dataset).

* molecular weight: 706.49 Da
* E_HOMO (alpha / beta): -8.47 / -10.26 eV

```
! RIJCOSX wB97M-V def2-TZVPD def2/J DEFGRID3
* xyz 1 2
Ti 0.1507 0.4029 -0.1453
C 3.0607 -1.2117 2.5245
C 2.2311 -0.8439 1.3368
N 1.0554 -0.2102 1.4387
N 0.5498 0.2088 2.6332
C -0.4501 1.0105 2.3996
O -0.8217 1.2099 1.1432
C -1.1089 1.7356 3.4852
C -2.0778 2.6910 3.1805
C -2.6752 3.4171 4.1968
C -2.3051 3.1994 5.5155
C -1.3391 2.2488 5.8226
C -0.7374 1.5204 4.8136
C 2.5915 -1.0991 -0.0059
C 3.8656 -1.5415 -0.4186
C 4.0803 -1.8275 -1.7388
C 3.0129 -1.7106 -2.6512
C 1.8122 -1.2253 -2.2038
N 1.5825 -0.8768 -0.9249
H 2.4655 -1.0860 3.4251
H 3.9410 -0.5677 2.5988
H 3.3992 -2.2462 2.4599
H -2.3417 2.8627 2.1454
H -3.4254 4.1605 3.9611
H -2.7650 3.7773 6.3065
H -1.0527 2.0855 6.8532
H 0.0244 0.7823 5.0223
H 4.6518 -1.6375 0.3173
H 5.0554 -2.1445 -2.0829
H 3.1395 -1.9760 -3.6903
H 0.9789 -1.1140 -2.8864
O -2.9337 -5.2094 1.1926
C -2.3067 -4.0605 0.9277
C -0.9368 -3.9575 0.7132
C -0.4046 -2.7233 0.4315
N -1.1078 -1.5824 0.3383
C -2.4323 -1.7044 0.5705
Br -3.5963 -0.2117 0.5115
C -3.0635 -2.8975 0.8617
H -2.3175 -5.9494 1.2111
H -0.2960 -4.8277 0.7768
H 0.6601 -2.6310 0.2717
H -4.1265 -2.9386 1.0471
C 1.4073 5.0509 2.3767
C 2.0054 3.8344 2.6600
C 1.9580 2.7937 1.7421
C 1.2881 2.9566 0.5356
C 0.6942 4.1867 0.2517
C 0.7555 5.2258 1.1632
N 1.2076 1.9238 -0.4537
C 2.0205 2.1493 -1.5829
C 3.2735 2.7680 -1.4749
C 4.0641 2.9649 -2.5930
C 3.6349 2.5625 -3.8505
C 2.3928 1.9650 -3.9760
C 1.5976 1.7647 -2.8584
H 1.4545 5.8636 3.0893
H 2.5204 3.6901 3.6013
H 2.4668 1.8645 1.9576
H 0.1861 4.3107 -0.6977
H 0.2949 6.1759 0.9242
H 3.6198 3.0896 -0.5016
H 5.0295 3.4404 -2.4759
H 4.2572 2.7259 -4.7201
H 2.0282 1.6597 -4.9494
H 0.6171 1.3368 -2.9835
C -2.4949 1.8828 -3.2550
S -1.6699 0.2846 -3.1519
C -3.1376 -0.7642 -3.1605
O -1.1290 0.2240 -1.7363
H -3.0875 1.9106 -4.1686
H -1.7239 2.6507 -3.2868
H -3.1225 2.0037 -2.3739
H -3.5269 -0.7779 -4.1785
H -3.8807 -0.3839 -2.4659
H -2.8260 -1.7666 -2.8716
*
```

=====

Stability ranking, top and bottom: (w) is the most stable and (x) is the least stable.